52
Properties=species:S:1:pos:R:3:forces:R:3 method="wB97M-V/def2-TZVPD" fmax_ev_per_a=3.53 s_squared=2.01 orbital_gap_ev="4.3 / 4.2" e_homo_ev="-10.432 / -10.346" spin_multiplicity=3 total_charge=+1
C -2.46482 -0.94694 4.26519 -0.4 -1.2 -0.3
O -1.08286 -0.89003 3.87326 0.2 1.1 1.0
C -0.30999 -0.14261 4.76403 1.5 -1.9 -0.1
C 1.20973 -0.06243 4.33439 -1.1 -0.2 -1.5
C 1.26333 0.09911 2.75552 0.2 -0.6 0.3
C 2.72670 0.28054 2.19725 -0.5 0.3 -0.1
C 2.98174 -0.65039 0.95269 1.3 0.1 -0.2
C 3.13690 0.09791 -0.42830 -0.6 -0.4 -0.1
C 2.08215 1.23286 -0.72268 0.5 0.3 -1.5
C 0.86533 0.77590 -1.62099 -0.1 0.5 0.9
C -0.21744 0.12364 -0.66555 0.8 -0.8 -0.6
C -1.06978 -1.01409 -1.34374 -0.2 1.2 1.1
Ga -1.93037 -0.54195 -3.14593 0.4 -3.5 0.2
O -3.64080 -1.37759 -3.14440 0.8 1.4 -0.2
C -0.81621 -1.37185 -4.66562 0.2 -1.1 -0.1
C 0.54835 -1.96386 -4.17872 0.3 2.0 -1.5
N 1.65421 -1.48322 -4.64325 -0.9 -0.7 0.8
P -2.33506 1.78385 -3.42906 -1.7 1.7 0.9
N -2.01879 2.67813 -1.93763 -1.0 -0.4 -1.7
O -4.02063 1.93768 -3.65035 2.3 -0.3 0.6
H -2.61162 -0.68411 5.33987 0.1 0.0 -0.8
H -3.07367 -0.34184 3.55282 0.4 -0.1 0.7
H -2.78698 -2.01432 4.13885 0.2 1.0 0.1
H -0.69307 0.95413 4.76050 0.6 -1.4 -0.1
H -0.38900 -0.59732 5.78269 -0.3 1.0 -0.4
H 1.66145 -1.06270 4.56108 -0.2 1.0 0.1
H 1.74746 0.77328 4.83841 -0.5 -0.7 -0.1
H 0.88290 -0.87544 2.35358 0.2 0.9 0.3
H 0.53145 0.86986 2.38299 0.7 -0.4 0.4
H 3.44919 0.10228 3.03847 -0.5 -0.1 -0.9
H 2.90902 1.34226 1.87773 -0.2 -0.9 0.4
H 2.22905 -1.46117 0.81592 0.3 0.7 0.5
H 3.96125 -1.16957 1.14175 -0.9 0.3 -0.3
H 2.98021 -0.68263 -1.22407 0.3 0.7 0.6
H 4.18400 0.46328 -0.58677 -0.9 -0.1 0.4
H 1.67765 1.75238 0.17861 0.3 -0.5 -0.5
H 2.62507 2.02248 -1.31407 -0.4 -0.6 0.7
H 1.16694 0.10110 -2.46180 0.0 0.3 0.9
H 0.48111 1.71297 -2.11128 0.0 -0.9 0.5
H 0.36360 -0.36261 0.16449 -0.6 0.5 -0.6
H -0.83459 0.93143 -0.20544 0.3 -0.6 -0.4
H -1.88800 -1.29879 -0.62969 0.6 0.1 -0.7
H -0.42351 -1.91155 -1.49962 -0.5 0.7 -0.1
H -4.10517 -1.00012 -3.90373 -0.2 -0.4 0.1
H -1.39963 -2.24844 -5.06836 0.1 0.9 0.5
H -0.66931 -0.69235 -5.54564 0.2 -0.6 0.8
H 0.64103 -2.76480 -3.41716 -0.4 0.4 -0.5
H 1.42795 -0.73506 -5.30974 0.2 -0.3 0.1
H -2.24090 3.64914 -2.19196 0.3 -0.2 0.4
H -2.68915 2.40116 -1.21517 0.3 0.0 0.0
H -4.36721 1.96917 -2.74440 -0.5 0.0 -0.3
Ni -1.30922 2.29320 4.93505 -0.8 1.5 0.2